Run A
DFT (ωB97M-V/def2-TZVPD) results for a 2-piece molecular cluster, C5H11NO2 overall.

Positions of all 19 atoms, in Å:
C  -1.18  0.08  -0.21
C  -1.89  -1.06  0.51
O  0.57  2.26  -0.37
H  -0.52  -2.78  0.64
H  1.84  2.39  -3.11
H  -2.59  -0.67  1.26
N  0.07  0.22  0.53
C  0.38  -0.91  1.40
H  1.34  -1.34  1.09
C  0.86  1.30  0.34
H  -1.74  1.01  -0.22
H  1.82  1.21  0.87
H  -2.50  -1.68  -0.14
O  2.54  2.57  -3.75
H  3.37  2.33  -3.34
H  0.48  -0.60  2.43
C  -0.78  -1.88  1.19
H  -1.11  -2.26  2.15
H  -0.94  -0.17  -1.25

The frontier orbital gap is 0.3715 Ha. As for the spin multiplicity: 1. Its structure (SMILES) is O=CN1CCCC1.O. The net charge is 0.

---

Run B
DFT (ωB97M-V/def2-TZVPD) results for an isolated molecule of C5H11NO2.

Positions of all 19 atoms, in Å:
H  1.47  -0.02  -0.98
H  0.76  2.02  -0.26
O  -2.29  -0.27  -1.18
H  2.06  -3.32  0.53
C  -1.44  0.55  -0.95
H  -1.39  1.51  -1.51
H  -1.65  2.53  0.73
O  2.01  -2.56  -0.05
H  -0.83  -0.10  0.96
H  0.28  -1.27  -1.22
H  -0.28  3.55  1.07
H  -0.72  2.30  2.21
C  1.31  -1.50  0.59
H  2.00  -0.94  1.22
H  0.53  -1.89  1.25
C  0.70  -0.62  -0.47
C  -0.36  0.36  0.09
C  -0.65  2.53  1.15
N  0.27  1.59  0.51

The frontier orbital gap is 0.3645 Ha. As for the spin multiplicity: 1. Its structure (SMILES) is CN[C@@H](C=O)CCO. The net charge is 0.

---

Run C
DFT (ωB97M-V/def2-TZVPD) results for an isolated molecule of C5H11NO2.

Positions of all 19 atoms, in Å:
H  -2.64  1.83  0.32
H  1.11  -2.22  1.05
C  0.37  -2.24  -1.08
H  -0.23  1.15  -1.31
O  -0.24  -1.64  -1.97
H  0.21  2.10  1.25
H  0.62  0.08  -1.15
C  -1.52  2.01  0.30
H  0.07  -0.50  1.72
N  -0.58  1.45  1.20
C  1.28  -1.64  -0.02
H  0.31  -3.32  -1.09
C  -0.20  0.08  0.84
H  -1.67  3.07  0.46
H  2.31  -1.99  -0.04
O  -0.97  1.92  -1.00
H  1.95  0.39  0.17
C  0.96  -0.15  -0.02
H  -1.12  -0.39  0.38

The frontier orbital gap is 0.3555 Ha. As for the spin multiplicity: 1. Its structure (SMILES) is O=CCCCNCO. The net charge is 0.

---

Most stable of them? run A.

---

Run A
DFT (ωB97M-V/def2-TZVPD) results for an isolated molecule of C5H11NO2.

Positions of all 19 atoms, in Å:
H  -1.84  0.33  -1.12
C  2.00  -0.73  0.12
H  -0.56  1.09  2.50
H  1.92  -0.99  1.18
H  -1.52  -0.06  1.69
H  2.87  -0.07  0.01
O  0.92  2.34  0.12
H  -0.43  -1.51  0.61
C  -0.96  0.85  1.52
C  0.75  -0.04  -0.39
H  -2.40  -1.27  -0.62
C  -1.56  -0.72  -1.04
C  0.51  1.27  0.52
H  -1.64  1.63  1.17
H  2.21  -1.65  -0.45
O  0.91  0.29  -1.74
H  0.57  1.20  -1.85
H  -1.34  -1.07  -2.05
N  -0.40  -0.88  -0.18

The frontier orbital gap is 0.3358 Ha. As for the spin multiplicity: 1. Its structure (SMILES) is CN[C@@](C)(O)C(C)=O. The net charge is 0.

---

Run B
DFT (ωB97M-V/def2-TZVPD) results for C5H11NO2 as an isolated structure.

Positions of all 19 atoms, in Å:
N  2.97  -0.55  0.05
C  -1.16  -0.63  -1.18
O  3.68  0.65  0.02
H  0.39  -0.66  2.07
C  1.70  -0.62  -0.24
C  -1.24  1.49  0.21
H  -0.43  2.01  0.95
H  3.14  1.52  -0.36
C  -0.65  0.04  0.01
H  -1.14  2.10  -0.58
H  -2.18  -1.31  -0.84
H  -0.41  -2.02  0.64
H  -0.16  -1.32  -1.56
C  -0.64  -0.87  1.31
O  0.65  0.50  -0.18
H  -2.25  1.63  0.45
H  1.03  -1.57  -0.53
H  -1.53  0.30  -2.02
H  -1.75  -0.67  1.77

The frontier orbital gap is 0.3627 Ha. As for the spin multiplicity: 1. The net charge is 0.

---

Run C
DFT (ωB97M-V/def2-TZVPD) results for C5H11NO2 as an isolated structure.

Positions of all 19 atoms, in Å:
H  -3.22  0.67  -1.12
H  -0.02  -1.00  0.11
C  1.86  -0.18  -0.48
H  3.11  -1.81  -1.21
O  1.73  1.06  -0.41
H  0.24  1.05  1.06
C  -2.58  1.02  -0.29
H  3.03  -0.40  -2.33
H  -1.99  -1.36  -0.55
C  3.05  -0.72  -1.27
O  1.13  -1.07  0.04
H  -2.84  2.07  -0.07
H  -0.83  0.37  2.42
H  -1.20  1.97  1.76
C  -1.68  0.35  0.48
H  -1.62  -1.66  1.02
H  4.00  -0.35  -0.84
C  -0.79  0.99  1.50
N  -1.38  -1.01  0.18

The frontier orbital gap is 0.3510 Ha. As for the spin multiplicity: 1. The net charge is 0.

---

Most stable of them? run C.

---

Run A
DFT (ωB97M-V/def2-TZVPD) results for an isolated molecule of C5H11NO2.

Positions of all 19 atoms, in Å:
C  0.57  -0.77  -1.91
H  0.33  -0.12  -2.77
O  0.89  -2.07  -2.38
H  -1.08  -0.85  1.15
O  -1.53  3.09  1.56
H  -0.62  1.91  2.95
C  -0.53  -0.72  -0.90
H  -0.33  1.78  -0.03
H  -1.31  -1.44  -1.09
N  -0.02  1.61  0.91
C  0.69  0.34  1.09
H  -1.08  0.20  -0.97
H  1.55  -0.35  -1.63
H  0.90  0.23  2.16
H  1.67  0.45  0.65
C  -0.76  2.20  1.90
H  0.49  -2.81  -1.93
H  0.33  -1.83  0.65
C  -0.15  -0.86  0.60

The frontier orbital gap is 0.3874 Ha. As for the spin multiplicity: 1. Its structure (SMILES) is O=CNCCCCO. The net charge is 0.

---

Run B
DFT (ωB97M-V/def2-TZVPD) results for an isolated molecule of C5H11NO2.

Positions of all 19 atoms, in Å:
C  -0.03  0.56  1.04
H  -0.91  1.17  -2.16
O  -0.97  -1.31  -1.64
H  1.08  0.42  -0.73
C  0.45  -1.79  0.23
C  0.00  2.20  -0.80
H  0.68  3.07  -0.84
H  1.52  -0.79  1.80
H  -0.15  -1.23  2.16
H  0.69  -2.80  0.57
H  -0.89  2.51  -0.24
H  0.10  1.32  1.82
C  -0.82  -1.87  -0.58
C  0.51  -0.80  1.41
H  -1.13  0.45  0.93
H  -1.63  -2.50  -0.18
O  -0.35  1.95  -2.16
H  1.26  -1.64  -0.48
N  0.58  1.08  -0.16

The frontier orbital gap is 0.3405 Ha. As for the spin multiplicity: 1. Its structure (SMILES) is O=CCCCNCO. The net charge is 0.

---

Most stable of them? run A.

---

Run A
DFT (ωB97M-V/def2-TZVPD) results for an isolated molecule of C6H13NO.

Positions of all 21 atoms, in Å:
C  0.36  -1.21  -0.29
N  -1.17  -2.36  1.44
H  -0.92  0.30  1.77
H  1.78  0.46  -1.73
H  -1.98  0.48  -0.51
H  1.19  -1.60  0.32
H  0.03  1.76  1.47
C  -1.02  0.81  -0.93
H  -1.74  -2.27  -0.56
H  -1.03  1.91  -0.92
H  1.41  2.68  -0.02
H  0.49  -1.51  -1.33
H  2.45  0.63  -0.09
C  0.03  0.67  1.35
H  -2.05  -2.86  1.57
H  0.84  0.25  1.95
H  -0.98  0.48  -1.97
C  0.15  0.26  -0.12
O  1.52  2.28  -0.89
C  -0.99  -2.03  0.22
C  1.61  0.87  -0.74

The frontier orbital gap is 0.3753 Ha. As for the spin multiplicity: 1. Its structure (SMILES) is [H]/N=C/CC(C)(C)CO. The net charge is 0.

---

Run B
DFT (ωB97M-V/def2-TZVPD) results for a 2-piece molecular cluster, C6H13NO overall.

Positions of all 21 atoms, in Å:
C  -0.25  -1.40  -0.86
H  -1.21  1.14  -0.67
C  1.82  0.87  0.89
H  2.21  -1.19  0.77
C  1.04  -0.61  -0.94
H  1.14  -0.52  -3.06
C  -1.31  -0.81  0.08
H  2.28  1.08  1.85
H  -0.02  -2.40  -0.46
H  -2.08  -1.53  0.34
C  1.58  -0.28  -2.10
O  -1.62  1.58  2.48
C  1.68  -0.33  0.38
H  -1.02  1.86  1.79
H  -0.66  -1.59  -1.85
H  1.41  1.74  0.38
H  2.52  0.26  -2.12
H  -2.38  1.20  2.02
N  -1.89  0.45  -0.37
H  -0.81  -0.56  1.02
H  -2.60  0.32  -1.08

The frontier orbital gap is 0.3746 Ha. As for the spin multiplicity: 1. Its structure (SMILES) is C=CC(=C)CCN.O. The net charge is 0.

---

Run C
DFT (ωB97M-V/def2-TZVPD) results for an isolated molecule of C6H13NO.

Positions of all 21 atoms, in Å:
C  0.21  -1.27  -0.46
O  -2.59  0.89  -1.04
H  2.90  -0.24  1.74
H  0.66  -1.33  1.67
H  0.52  -1.82  -1.26
H  1.56  1.30  -0.91
C  -1.68  0.32  -0.33
H  1.94  -2.08  0.79
H  1.30  0.83  1.54
H  -0.60  -0.17  -2.02
C  1.96  0.13  1.04
H  3.07  1.74  -0.22
N  -0.30  0.00  -0.99
H  -2.01  -0.68  0.23
H  -0.57  -1.88  -0.04
C  -1.67  0.40  1.16
H  -1.21  1.38  1.44
H  2.97  0.19  -0.87
C  2.42  0.87  -0.23
C  1.24  -1.20  0.71
H  -2.54  0.20  1.84

The frontier orbital gap is 0.2563 Ha. As for the spin multiplicity: 1. The net charge is 0.

---

Run D
DFT (ωB97M-V/def2-TZVPD) results for C6H13NO as an isolated structure.

Positions of all 21 atoms, in Å:
C  -1.10  -0.24  -1.15
H  -2.10  -0.17  -1.60
H  -0.83  -3.38  -0.19
H  1.04  -0.33  -1.76
C  -1.01  0.64  0.03
H  0.92  -3.00  -0.07
H  1.63  3.86  1.73
H  -1.75  1.42  0.24
H  1.20  0.67  0.50
C  0.32  2.60  0.63
H  -0.72  -1.36  -0.76
H  -1.05  -0.18  0.85
O  -0.25  -1.78  1.16
H  2.28  2.93  0.47
H  0.22  -1.68  -2.39
C  -0.04  -2.95  0.50
C  0.30  1.26  0.43
C  0.12  -0.96  -1.60
N  1.46  3.35  0.88
H  0.00  -3.75  1.26
H  -0.64  3.07  0.82

The frontier orbital gap is 0.2110 Ha. As for the spin multiplicity: 1. The net charge is 0.

---

Most stable of them? run A.

---

Run A
DFT (ωB97M-V/def2-TZVPD) results for a 2-piece molecular cluster, C3H2N2O3 overall.

Positions of all 10 atoms, in Å:
C  1.73  1.26  -0.12
H  -2.72  1.06  0.36
O  1.37  -1.38  0.25
C  -1.71  -0.56  0.00
C  1.36  -0.15  0.00
H  0.55  -1.77  0.10
O  2.62  2.03  -0.08
N  0.49  0.79  -0.34
N  -2.53  0.27  -0.09
O  -1.15  -1.55  -0.09

The frontier orbital gap is 0.3697 Ha. As for the spin multiplicity: 1. Its structure (SMILES) is O=c1nc1O.N=C=O. The net charge is 0.

---

Run B
DFT (ωB97M-V/def2-TZVPD) results for C3H2N2O3 as an isolated structure.

Positions of all 10 atoms, in Å:
C  -1.47  -0.80  0.07
O  1.73  1.35  0.04
H  1.31  2.18  0.03
N  -0.44  1.31  -0.09
C  0.93  -0.81  -0.20
C  0.60  0.63  -0.07
N  -0.35  -1.48  -0.09
H  -2.58  -1.38  0.74
O  1.90  -1.53  -0.13
O  -1.62  0.52  -0.31

The frontier orbital gap is 0.3551 Ha. As for the spin multiplicity: 1. The net charge is 0.

---

Most stable of them? run A.